{
  "formula": "C39H20N9O3RhS",
  "method": "ωB97M-V/def2-TZVPD",
  "species": ["Rh", "C", "C", "C", "C", "C", "N", "C", "N", "C", "C", "C", "C", "C", "C", "C", "C", "N", "C", "N", "C", "N", "C", "N", "C", "N", "C", "C", "C", "C", "C", "C", "C", "C", "C", "C", "C", "C", "N", "C", "C", "H", "H", "H", "H", "H", "H", "H", "H", "H", "H", "H", "H", "H", "H", "H", "H", "O", "S", "O", "N", "C", "O", "C", "C", "C", "C", "C", "C", "H", "H", "H", "H"],
  "coordinates": [[0.0433, -0.2509, -0.0624], [5.2843, -2.7225, 3.0267], [4.6930, -2.1760, 4.1652], [3.4743, -1.5107, 4.0931], [2.8823, -1.4116, 2.8494], [1.6155, -0.8031, 2.4157], [1.4957, -0.9661, 1.0572], [2.5652, -1.6722, 0.5868], [2.7949, -2.0759, -0.6508], [1.9599, -1.8630, -1.6512], [2.1895, -2.3815, -3.0057], [3.2299, -3.1050, -3.5573], [3.1287, -3.4434, -4.9019], [2.0191, -3.0724, -5.6619], [0.9735, -2.3498, -5.0992], [1.0822, -2.0114, -3.7641], [0.1812, -1.2758, -2.8627], [-1.0017, -0.8568, -3.2167], [-1.7976, -0.1707, -2.3774], [-1.4850, 0.2982, -1.1922], [-2.6251, 1.0298, -0.6171], [-1.9317, 2.4714, 0.9855], [-2.1003, 1.1067, 1.5693], [-0.7754, 0.4865, 1.5840], [-0.3973, 0.2719, 2.8261], [0.7586, -0.2662, 3.2485], [-1.4681, 0.6787, 3.7599], [-1.5371, 0.6455, 5.1360], [-2.7187, 1.0830, 5.7278], [-3.7852, 1.5388, 4.9605], [-3.7034, 1.5796, 3.5701], [-2.5351, 1.1345, 2.9959], [-3.7287, 0.8403, -1.6182], [-5.0357, 1.2763, -1.6072], [-5.8189, 0.9818, -2.7201], [-5.2921, 0.2870, -3.8061], [-3.9684, -0.1400, -3.8124], [-3.2017, 0.1492, -2.7004], [0.7804, -1.1908, -1.6279], [3.4722, -1.9558, 1.7104], [4.6807, -2.6236, 1.7781], [6.2322, -3.2365, 3.1199], [5.1927, -2.2737, 5.1201], [3.0037, -1.0855, 4.9692], [4.0851, -3.3923, -2.9610], [3.9250, -4.0069, -5.3705], [1.9736, -3.3544, -6.7055], [0.1060, -2.0612, -5.6774], [-0.7005, 0.2944, 5.7248], [-2.8087, 1.0732, 6.8061], [-4.6893, 1.8730, 5.4516], [-4.5258, 1.9462, 2.9706], [-5.4398, 1.8262, -0.7668], [-6.8523, 1.3012, -2.7446], [-5.9254, 0.0776, -4.6580], [-3.5465, -0.6797, -4.6495], [5.1313, -3.0499, 0.8921], [-0.8425, 5.8338, 1.7764], [-1.7355, 4.8966, 1.1709], [-3.1543, 5.1226, 1.2354], [-1.3961, 3.4162, 1.7437], [-2.2057, 2.4482, -0.2887], [-2.9272, 0.4849, 0.6653], [-1.8032, 3.5273, -1.1479], [-1.7058, 3.4084, -2.5399], [-1.1575, 4.4381, -3.2746], [-0.6903, 5.5955, -2.6476], [-0.7988, 5.7379, -1.2779], [-1.3746, 4.7137, -0.5395], [-2.0438, 2.5104, -3.0382], [-1.0789, 4.3404, -4.3492], [-0.2543, 6.3897, -3.2388], [-0.4638, 6.6316, -0.7687]],
  "e_homo_ev": [-7.480, -7.504],
  "spin_multiplicity": 1,
  "charge": 0
}

=====

{
  "formula": "C39H27Br2ClN4OPSY",
  "method": "ωB97M-V/def2-TZVPD",
  "species": ["Y", "Cl", "C", "C", "C", "C", "C", "C", "P", "C", "C", "C", "C", "C", "C", "C", "C", "C", "C", "C", "C", "H", "H", "H", "H", "H", "H", "H", "H", "H", "H", "H", "H", "H", "H", "Br", "C", "C", "C", "Br", "C", "C", "C", "C", "N", "C", "C", "O", "H", "H", "H", "H", "N", "C", "C", "C", "C", "C", "C", "S", "N", "C", "C", "C", "C", "C", "C", "N", "H", "H", "H", "H", "H", "H", "H", "H", "H"],
  "coordinates": [[0.3619, -0.5914, -0.0810], [0.9552, -2.0243, 2.1880], [-0.0660, -1.5187, 3.5727], [0.2103, -2.2094, 4.7339], [-0.5517, -1.9191, 5.8552], [-1.5615, -0.9665, 5.7881], [-1.8051, -0.2986, 4.5993], [-1.0513, -0.5535, 3.4513], [-1.4146, 0.3052, 1.8851], [-3.1742, -0.0122, 1.5781], [-4.1740, 0.8692, 1.9871], [-5.5090, 0.5497, 1.7758], [-5.8494, -0.6485, 1.1617], [-4.8571, -1.5321, 0.7581], [-3.5220, -1.2154, 0.9620], [-1.2303, 2.0764, 2.2321], [-1.6992, 2.9766, 1.2693], [-1.4554, 4.3357, 1.4044], [-0.7332, 4.8081, 2.4950], [-0.2566, 3.9189, 3.4486], [-0.5007, 2.5551, 3.3169], [0.9898, -2.9582, 4.7589], [-0.3571, -2.4499, 6.7777], [-2.1620, -0.7518, 6.6617], [-2.6043, 0.4330, 4.5531], [-3.9241, 1.8055, 2.4700], [-6.2828, 1.2358, 2.0944], [-6.8910, -0.8945, 0.9996], [-5.1162, -2.4689, 0.2815], [-2.7635, -1.9199, 0.6394], [-2.2692, 2.6229, 0.4163], [-1.8391, 5.0278, 0.6656], [-0.5542, 5.8697, 2.6070], [0.2974, 4.2841, 4.3036], [-0.1230, 1.8747, 4.0701], [-2.8615, -4.1687, -1.6883], [-2.5496, -2.5011, -2.4838], [-3.3183, -2.1454, -3.6230], [-3.1341, -0.9475, -4.2322], [-4.1646, -0.5232, -5.7424], [-2.1769, -0.0239, -3.7233], [-1.9237, 1.2497, -4.2749], [-1.0018, 2.0857, -3.7061], [-0.3254, 1.6562, -2.5635], [-0.5215, 0.4731, -2.0140], [-1.4348, -0.3947, -2.5894], [-1.6074, -1.6661, -1.9759], [-0.8392, -1.9494, -0.8917], [-4.0510, -2.8444, -4.0012], [-2.4747, 1.5536, -5.1558], [-0.7947, 3.0639, -4.1161], [0.3992, 2.3005, -2.0740], [4.6497, -0.9784, -1.3941], [4.9551, -2.1458, -2.1696], [6.2003, -2.2753, -2.7460], [6.4814, -3.3925, -3.5241], [5.5055, -4.3509, -3.7398], [4.2454, -4.1998, -3.1725], [3.9782, -3.1045, -2.3689], [2.4016, -3.0101, -1.6019], [2.3602, -1.3577, -1.0912], [3.4082, -0.6053, -1.0665], [3.2204, 0.8375, -0.6391], [4.0604, 1.8328, -1.0839], [3.8397, 3.1398, -0.6548], [2.7842, 3.3963, 0.1948], [1.9606, 2.3421, 0.5649], [2.1657, 1.0840, 0.1568], [5.3961, -0.3200, -1.2457], [6.9584, -1.5161, -2.5906], [7.4621, -3.5048, -3.9649], [5.7157, -5.2177, -4.3518], [3.4772, -4.9451, -3.3461], [4.8644, 1.6129, -1.7726], [4.4881, 3.9386, -0.9913], [2.5779, 4.3910, 0.5638], [1.1068, 2.5154, 1.2098]],
  "de_lowest_ev": 0.000,
  "e_homo_ev": -12.681,
  "spin_multiplicity": 1,
  "charge": 2
}

=====

{
  "formula": "C39H27N5O2S3W",
  "method": "ωB97M-V/def2-TZVPD",
  "species": ["W", "C", "C", "N", "C", "C", "C", "C", "C", "C", "C", "N", "C", "C", "C", "C", "C", "C", "C", "C", "N", "C", "H", "H", "H", "H", "H", "H", "H", "H", "H", "H", "H", "H", "S", "C", "S", "S", "C", "C", "C", "C", "C", "C", "C", "C", "C", "C", "C", "C", "C", "C", "C", "H", "H", "H", "H", "H", "H", "H", "H", "H", "H", "C", "N", "C", "C", "C", "O", "N", "C", "O", "H", "H", "H", "H", "H"],
  "coordinates": [[-1.3135, -1.1299, -0.6350], [-1.6294, 3.2415, -2.1031], [-0.9480, 2.0318, -2.6253], [-1.6976, 0.7237, -0.6561], [-1.6364, 1.5508, 0.4182], [-1.5568, 2.9416, 0.4038], [-1.7749, 3.6735, -0.8458], [-1.4451, 3.5696, 1.6407], [-1.4028, 2.8308, 2.8190], [-1.5729, 1.4523, 2.8221], [-1.7406, 0.8020, 1.6033], [-1.9310, -0.5518, 1.2977], [-2.7909, -1.3572, 2.0134], [-3.4821, -1.0365, 3.1699], [-4.3415, -1.9653, 3.7719], [-4.5052, -3.2217, 3.2579], [-3.8534, -3.5736, 2.0582], [-3.9850, -4.8379, 1.4462], [-3.3502, -5.0711, 0.2624], [-2.6118, -4.0457, -0.3404], [-2.4762, -2.8470, 0.1901], [-3.0415, -2.6197, 1.4118], [-1.9802, 3.9026, -2.8874], [-0.9188, 1.9933, -3.7102], [-2.1843, 4.6688, -0.7058], [-1.3755, 4.6498, 1.6816], [-1.2575, 3.3461, 3.7594], [-1.5290, 0.9037, 3.7528], [-3.3854, -0.0530, 3.6022], [-4.8740, -1.6794, 4.6696], [-5.1434, -3.9515, 3.7386], [-4.5807, -5.5993, 1.9343], [-3.4073, -6.0300, -0.2307], [-2.1438, -4.2275, -1.2957], [-2.8847, -3.0049, -4.6314], [-2.3441, -2.3750, -3.2318], [-3.3112, -1.3715, -2.1663], [-0.7430, -2.6232, -2.5826], [-0.9834, 0.6734, -1.8692], [0.2661, 1.4919, -1.9854], [1.5922, 1.7025, -1.9575], [2.1053, 3.0943, -1.9994], [3.1638, 3.4671, -2.8264], [3.6917, 4.7465, -2.7591], [3.1787, 5.6670, -1.8556], [2.1205, 5.3089, -1.0339], [1.5833, 4.0331, -1.1095], [2.6297, 0.6458, -1.8762], [2.4090, -0.5711, -2.5236], [3.3437, -1.5911, -2.4698], [4.5517, -1.3851, -1.8156], [4.8154, -0.1531, -1.2377], [3.8627, 0.8557, -1.2620], [3.5722, 2.7483, -3.5263], [4.5120, 5.0299, -3.4060], [3.6122, 6.6563, -1.7853], [1.7224, 6.0226, -0.3235], [0.7679, 3.7417, -0.4612], [1.5210, -0.6790, -3.1242], [3.1359, -2.5310, -2.9665], [5.2905, -2.1761, -1.7859], [5.7745, 0.0200, -0.7626], [4.0718, 1.8112, -0.7963], [2.4566, -0.2451, 2.4380], [1.8547, -1.4352, 1.8524], [2.2662, -2.6920, 2.2169], [1.6171, -3.7874, 1.8065], [0.4394, -3.6752, 0.9506], [-0.2488, -4.6299, 0.6424], [0.1644, -2.3818, 0.4965], [0.8651, -1.3292, 0.9196], [0.5426, -0.2163, 0.4372], [3.5038, -0.1677, 2.1513], [2.3802, -0.2940, 3.5244], [1.9245, 0.6245, 2.0646], [3.1419, -2.7303, 2.8508], [1.9316, -4.7793, 2.0898]],
  "e_homo_ev": -7.441,
  "spin_multiplicity": 1,
  "charge": 0
}

=====

{
  "formula": "C39H29I2N8O4STi",
  "method": "ωB97M-V/def2-TZVPD",
  "species": ["Ti", "C", "C", "C", "C", "N", "C", "N", "C", "N", "C", "N", "C", "C", "C", "C", "C", "N", "C", "C", "C", "C", "C", "C", "H", "H", "H", "H", "H", "H", "H", "H", "H", "H", "H", "H", "I", "C", "I", "H", "H", "C", "C", "C", "C", "C", "C", "C", "S", "O", "O", "N", "C", "C", "C", "C", "C", "N", "H", "H", "H", "H", "H", "H", "H", "H", "H", "H", "H", "O", "C", "N", "C", "O", "C", "C", "C", "C", "C", "C", "H", "H", "H", "H"],
  "coordinates": [[-0.4559, 0.7002, 0.3834], [3.7084, 0.8166, -0.8851], [4.3798, 1.0708, 0.3087], [3.6660, 1.5068, 1.3976], [2.2773, 1.6714, 1.3121], [1.6212, 1.3395, 0.1742], [2.3447, 0.9552, -0.8982], [1.6574, 2.2195, 2.4222], [0.4205, 2.6082, 2.3662], [-0.4531, 2.3841, 1.3657], [-1.6264, 3.1359, 1.5602], [-2.6552, 3.1242, 0.8321], [-2.6826, 2.3082, -0.3266], [-3.8592, 1.9570, -0.8595], [-3.8695, 0.9084, -1.8763], [-2.7543, 0.3698, -2.3665], [-1.4086, 0.9299, -1.9785], [-1.4873, 1.8394, -0.8365], [-1.4546, 3.8831, 2.8253], [-2.2707, 4.7810, 3.4836], [-1.8266, 5.2889, 4.6990], [-0.5967, 4.9066, 5.2332], [0.2298, 4.0204, 4.5518], [-0.2189, 3.5247, 3.3445], [4.2241, 0.4892, -1.7763], [5.4531, 0.9346, 0.3738], [4.1332, 1.7497, 2.3423], [1.7812, 0.7247, -1.7905], [-4.7681, 2.3626, -0.4371], [-4.8264, 0.5222, -2.2130], [-2.7694, -0.4590, -3.0624], [0.1533, 2.1045, -2.7853], [-3.2254, 5.0674, 3.0603], [-2.4446, 5.9919, 5.2446], [-0.2871, 5.3031, 6.1922], [1.1910, 3.7146, 4.9457], [1.0006, -1.4982, 1.6297], [1.5608, -0.9292, 3.6349], [-0.0238, -0.6732, 5.0291], [2.0950, 0.0138, 3.5948], [2.1841, -1.7285, 4.0179], [6.5698, -2.8246, -3.8069], [5.1985, -2.9790, -3.1981], [4.1943, -3.6770, -3.8570], [2.9371, -3.8365, -3.2821], [2.6789, -3.2871, -2.0393], [3.6684, -2.5795, -1.3668], [4.9164, -2.4310, -1.9459], [1.0878, -3.5001, -1.2614], [0.2741, -4.2140, -2.2136], [1.3760, -4.1529, -0.0056], [0.5953, -2.0266, -0.9212], [0.0914, -1.1725, -1.9073], [0.2101, -1.3841, -3.2479], [-0.1305, -0.4902, -4.3384], [-0.5436, 0.7812, -4.3606], [-0.7738, 1.6589, -3.1671], [-0.4606, -0.0162, -1.3649], [6.5805, -3.1623, -4.8435], [7.3091, -3.4103, -3.2551], [6.8966, -1.7826, -3.7847], [4.3939, -4.1004, -4.8357], [2.1498, -4.3824, -3.7867], [3.4496, -2.1492, -0.3951], [5.6916, -1.8808, -1.4190], [0.5701, -2.3543, -3.5440], [-0.0136, -0.9438, -5.3207], [-0.7694, 1.2096, -5.3318], [-1.4354, 2.4859, -3.4312], [-2.5764, -2.1005, -0.7870], [-2.7863, -1.5257, 0.2405], [-2.0159, -0.5046, 0.8446], [-2.6059, -0.1622, 2.0483], [-2.1087, 0.6159, 2.8435], [-3.8661, -0.9428, 2.2291], [-4.8040, -0.9469, 3.2397], [-5.8724, -1.8309, 3.1154], [-5.9768, -2.6765, 2.0130], [-5.0167, -2.6606, 1.0032], [-3.9696, -1.7762, 1.1400], [-4.7082, -0.2862, 4.0931], [-6.6312, -1.8667, 3.8879], [-6.8152, -3.3588, 1.9444], [-5.0762, -3.3154, 0.1428]],
  "de_lowest_ev": 2.713,
  "e_homo_ev": -4.155,
  "spin_multiplicity": 1,
  "charge": -1
}

=====

{
  "formula": "C39H30Br2Cl43N3O7P2",
  "method": "ωB97M-V/def2-TZVPD",
  "species": ["C", "C", "Br", "C", "Br", "C", "C", "C", "C", "C", "C", "N", "C", "C", "C", "C", "O", "C", "C", "C", "P", "N", "O", "C", "O", "C", "C", "P", "O", "O", "C", "C", "N", "C", "O", "C", "Cl", "C", "C", "O", "H", "H", "H", "H", "H", "H", "H", "H", "H", "H", "H", "H", "H", "H", "H", "H", "C", "Cl", "Cl", "Cl", "H", "C", "Cl", "Cl", "Cl", "H", "C", "Cl", "Cl", "Cl", "H", "C", "Cl", "Cl", "Cl", "H", "C", "Cl", "Cl", "Cl", "H", "C", "Cl", "Cl", "Cl", "H", "C", "Cl", "Cl", "Cl", "H", "C", "Cl", "Cl", "Cl", "H", "C", "Cl", "Cl", "Cl", "H", "C", "Cl", "Cl", "Cl", "H", "C", "Cl", "Cl", "Cl", "H", "C", "Cl", "Cl", "Cl", "H", "C", "Cl", "Cl", "Cl", "H", "C", "Cl", "Cl", "Cl", "H"],
  "coordinates": [[-0.2482, 1.8032, 4.8100], [-1.7428, 1.6967, 4.3679], [-3.0649, 2.1220, 5.7707], [-2.1162, 1.3457, 3.0955], [-4.0373, 1.2684, 2.7241], [-1.0994, 1.0546, 1.9700], [-0.4175, 2.2495, 1.3692], [-0.8126, 3.6478, 1.8851], [-2.2068, 4.1038, 1.6079], [-2.5949, 5.4444, 2.1152], [-1.5701, 6.2005, 2.8543], [-0.2759, 5.8239, 3.1053], [0.0545, 4.5793, 2.6309], [0.6009, 2.0866, 0.3127], [1.3169, 3.3455, -0.2621], [0.6506, 3.6496, -1.6757], [-0.5205, 3.4256, -1.8800], [0.8715, 0.7038, -0.1409], [0.1669, -0.4826, 0.4267], [-0.8391, -0.3313, 1.5320], [-1.6310, -1.8977, 2.1864], [-0.3682, -2.7694, 3.0718], [-2.8087, -1.5926, 3.3553], [0.5484, -1.8514, -0.2123], [0.6205, -2.9073, 0.3741], [0.8314, -1.8046, -1.7603], [0.4091, -2.8512, -2.7063], [-0.5572, -4.3655, -2.1603], [-1.7371, -3.9047, -1.0203], [-1.4808, -4.7540, -3.5453], [0.7435, -2.7149, -4.1412], [1.4852, -1.5451, -4.6973], [1.8205, -1.4604, -6.1209], [2.4717, -2.4696, -6.4608], [3.1427, -3.4055, -6.5523], [1.8939, -0.4965, -3.7442], [2.8071, 0.9096, -4.3994], [1.5545, -0.6301, -2.3218], [1.9353, 0.4764, -1.2738], [2.9537, 1.1238, -1.3594], [-0.0814, 1.3280, 5.8232], [0.0794, 2.8824, 4.9365], [0.4500, 1.3467, 4.0475], [-2.8878, 3.4155, 1.0545], [-3.6443, 5.7668, 1.9276], [-1.8991, 7.2254, 3.2563], [1.1222, 4.2203, 2.8502], [1.1784, 4.2759, 0.3552], [2.4194, 3.2095, -0.4139], [1.3291, 4.0792, -2.4713], [-0.4406, -3.7225, 2.6816], [0.5543, -2.4420, 2.7686], [-2.3692, -1.3088, 4.1844], [-2.6052, -3.8495, -1.4784], [-1.9574, -3.9413, -3.8281], [0.4346, -3.5056, -4.8752], [-2.8659, -5.8500, 3.7472], [-3.1666, -4.2208, 3.1345], [-4.3122, -6.8526, 3.5806], [-1.4971, -6.5876, 2.9023], [-2.6181, -5.7788, 4.8020], [4.7997, 1.9249, -7.9602], [6.5541, 2.0921, -7.8325], [4.2750, 0.3625, -7.3340], [3.9774, 3.2466, -7.1107], [4.5329, 1.9772, -9.0052], [2.2385, 0.4689, -11.0682], [3.7154, 1.4374, -11.0224], [1.9139, -0.2419, -9.4793], [0.8701, 1.4489, -11.6059], [2.3815, -0.3383, -11.7803], [4.1642, 4.6973, 2.2645], [5.4769, 4.3798, 3.4015], [4.7480, 4.6228, 0.5938], [2.8410, 3.5443, 2.5110], [3.7836, 5.6984, 2.4493], [7.3255, 1.9881, -12.7453], [5.7152, 2.2093, -13.4484], [7.2297, 1.7643, -10.9888], [8.1438, 0.6160, -13.5013], [7.9083, 2.8832, -12.9406], [6.7762, 2.6041, 6.5879], [7.6223, 2.8573, 5.0549], [7.0672, 3.9559, 7.6886], [5.0430, 2.3847, 6.3180], [7.1660, 1.7005, 7.0466], [-3.6360, -0.8540, -1.6497], [-3.3929, -1.2809, 0.0511], [-2.1290, -0.2761, -2.3679], [-4.2664, -2.2403, -2.5591], [-4.3677, -0.0523, -1.7025], [6.0005, 4.1928, -3.8401], [7.2991, 4.0379, -5.0266], [4.6965, 3.0458, -4.1792], [6.6254, 3.9562, -2.2020], [5.5961, 5.1984, -3.9080], [6.8562, 8.4422, 2.4413], [7.0267, 8.0400, 4.1542], [8.4010, 8.9792, 1.7713], [6.2335, 7.0556, 1.5369], [6.1436, 9.2567, 2.3513], [-5.5155, -8.7690, -0.1530], [-5.4994, -9.7939, 1.2882], [-7.0643, -7.9273, -0.2994], [-4.1809, -7.6109, -0.1082], [-5.3878, -9.4032, -1.0250], [-0.1738, 9.5548, 5.4636], [-0.0033, 9.1730, 7.1818], [1.3551, 10.1530, 4.8053], [-0.7270, 8.1372, 4.5613], [-0.9186, 10.3384, 5.3610], [-7.4808, -2.0383, 1.1974], [-6.8913, -1.1244, -0.1991], [-6.1999, -3.0496, 1.8787], [-8.1252, -0.9433, 2.4269], [-8.2847, -2.6867, 0.8623], [-6.5657, -11.8349, 4.7893], [-5.9729, -13.1058, 3.7124], [-6.3487, -12.3004, 6.4792], [-5.7455, -10.3055, 4.4544], [-7.6263, -11.7002, 4.6058], [-10.0069, -10.8843, 7.8778], [-8.6481, -11.1982, 8.9627], [-9.4806, -10.9246, 6.1895], [-11.3032, -12.0534, 8.1512], [-10.3917, -9.8916, 8.0908]],
  "de_lowest_ev": 0.000,
  "e_homo_ev": -8.138,
  "spin_multiplicity": 1,
  "charge": 0
}